A structure of composition C36H20Br2F3N5O4Rh. Source: the OMol25 dataset; level of theory: ωB97M-V/def2-TZVPD.

ORCA input file:
```
! RIJCOSX wB97M-V def2-TZVPD def2/J DEFGRID3
* xyz -1 1
Rh 1.27 0.34 0.24
Br 2.00 -2.81 -6.88
C 1.55 -1.70 -5.42
C 0.68 -0.64 -5.60
C 0.37 0.18 -4.53
C 0.92 -0.07 -3.29
O 0.67 0.76 -2.23
C 1.79 -1.15 -3.07
C 2.44 -1.57 -1.81
N 2.28 -1.12 -0.62
C 3.00 -1.81 0.42
C 3.19 -3.16 0.43
C 3.85 -3.78 1.53
C 4.26 -3.04 2.60
C 4.01 -1.64 2.64
C 4.28 -0.83 3.77
C 3.89 0.47 3.77
C 3.23 1.00 2.64
N 3.00 0.28 1.57
C 3.38 -1.03 1.55
C 2.10 -1.94 -4.18
H 0.25 -0.45 -6.58
H -0.31 1.02 -4.64
H 3.13 -2.39 -1.98
H 2.80 -3.78 -0.36
H 3.99 -4.85 1.52
H 4.73 -3.51 3.45
H 4.77 -1.28 4.63
H 4.04 1.11 4.63
H 2.86 2.01 2.64
H 2.77 -2.78 -4.05
N -1.67 1.23 1.51
C -0.59 1.96 1.92
O 0.46 1.98 1.22
C -0.70 2.79 3.07
C 0.45 3.46 3.52
N 1.40 4.01 3.89
C -1.91 2.87 3.79
N -2.92 2.89 4.35
H -1.46 0.47 0.87
H -2.38 1.04 2.20
F -5.65 6.41 0.03
C -5.19 6.39 -1.23
F -6.27 6.29 -2.04
F -4.66 7.61 -1.46
C -4.19 5.30 -1.46
C -4.27 4.50 -2.60
C -3.31 3.52 -2.82
C -2.27 3.35 -1.91
C -2.20 4.16 -0.77
C -3.16 5.12 -0.55
C -1.25 2.36 -2.11
C -0.33 1.60 -2.24
H -5.08 4.63 -3.30
H -3.37 2.89 -3.69
H -1.39 4.01 -0.07
H -3.11 5.73 0.34
Br 0.06 -3.46 3.90
C -0.74 -4.11 2.30
C -1.19 -5.43 2.36
C -1.79 -6.01 1.27
C -1.96 -5.28 0.10
C -1.52 -3.97 0.06
C -0.90 -3.35 1.14
C -0.41 -1.91 0.93
O 0.30 -1.41 1.82
O -0.74 -1.37 -0.15
H -1.05 -5.98 3.28
H -2.13 -7.04 1.33
H -2.44 -5.72 -0.76
H -1.65 -3.36 -0.83
*
```

Properties
relative energy (zero: lowest compared OMol25 entry of this formula, charge and spin): 52.77 kcal/mol
DFT total energy: -204543.513 eV
HOMO-LUMO gap (spin up / spin down): 5.536 / 5.514 eV


A structure of composition C36H21F15GeN5O5SSr. Source: the OMol25 dataset; level of theory: ωB97M-V/def2-TZVPD.

ORCA input file:
```
! RIJCOSX wB97M-V def2-TZVPD def2/J DEFGRID3
* xyz -1 1
Sr 0.70 0.37 -0.79
C -0.64 -0.83 -3.89
C 0.86 -1.03 -4.08
N 1.52 -1.36 -2.82
C 2.97 -1.29 -2.85
C 3.44 0.14 -3.01
C 4.70 0.46 -3.49
C 5.05 1.80 -3.59
C 4.13 2.77 -3.23
C 2.89 2.37 -2.76
C 1.82 3.36 -2.34
N 0.52 2.73 -2.30
C -0.07 2.46 -3.61
C -1.29 1.56 -3.48
N -0.99 0.23 -2.94
N 2.58 1.08 -2.64
H -1.06 -1.76 -3.49
H -1.10 -0.66 -4.87
H 1.31 -0.12 -4.46
H 1.01 -1.81 -4.85
H 1.21 -2.26 -2.46
H 3.43 -1.90 -3.65
H 3.35 -1.65 -1.89
H 5.39 -0.33 -3.78
H 6.03 2.08 -3.95
H 4.37 3.82 -3.32
H 1.87 4.23 -3.01
H 2.06 3.71 -1.33
H -0.13 3.26 -1.73
H 0.69 1.97 -4.22
H -0.36 3.38 -4.13
H -1.79 1.49 -4.46
H -1.99 2.03 -2.79
H -1.75 -0.09 -2.36
O 2.92 4.77 3.68
C 2.49 3.85 2.78
C 3.32 2.83 2.33
C 2.80 1.93 1.41
N 1.56 2.02 0.96
C 0.76 3.00 1.39
C 1.19 3.95 2.30
C -0.65 3.02 0.80
O -1.30 4.07 0.92
O -1.00 1.96 0.21
C 3.65 0.76 0.86
O 4.85 0.78 1.14
O 3.01 -0.08 0.17
H 3.82 4.56 3.94
H 4.34 2.70 2.66
H 0.52 4.74 2.62
F -2.68 -0.71 3.91
C -3.03 0.01 2.83
C -2.87 -0.51 1.55
C -3.34 0.28 0.52
F -3.27 -0.14 -0.75
C -3.89 1.53 0.71
F -4.31 2.25 -0.33
C -4.01 2.03 2.00
F -4.55 3.22 2.21
C -3.58 1.26 3.06
F -3.71 1.72 4.31
Ge -1.91 -2.22 1.22
S -0.85 -2.34 -0.62
C -3.22 -3.70 1.40
C -2.76 -5.00 1.26
F -1.46 -5.24 1.09
C -3.60 -6.10 1.32
F -3.12 -7.34 1.20
C -4.95 -5.91 1.53
F -5.77 -6.96 1.59
C -5.45 -4.63 1.67
F -6.75 -4.44 1.88
C -4.57 -3.55 1.61
F -5.12 -2.34 1.76
C -0.65 -2.37 2.76
C 0.33 -1.40 2.84
F 0.32 -0.38 1.96
C 1.32 -1.39 3.80
F 2.23 -0.41 3.85
C 1.34 -2.40 4.74
F 2.27 -2.42 5.69
C 0.37 -3.39 4.71
F 0.39 -4.36 5.62
C -0.60 -3.36 3.73
F -1.52 -4.34 3.76
*
```

Properties
relative energy (zero: lowest compared OMol25 entry of this formula, charge and spin): 2.69 kcal/mol
DFT total energy: -164317.683 eV
HOMO-LUMO gap: 8.058 eV


A structure of composition C36H21F5N4O4PS2SeTi. Source: the OMol25 dataset; level of theory: ωB97M-V/def2-TZVPD.

ORCA input file:
```
! RIJCOSX wB97M-V def2-TZVPD def2/J DEFGRID3
* xyz -1 3
Ti -1.82 0.54 0.32
Se -3.61 -4.59 5.70
N -2.59 -3.12 5.67
C -2.62 -2.61 4.45
C -1.94 -1.41 4.07
C -1.22 -0.61 4.94
C -0.64 0.56 4.45
C -0.80 0.90 3.12
N -1.45 0.14 2.24
C -2.03 -1.01 2.70
C -2.77 -1.74 1.76
N -2.77 -1.25 0.48
C -3.60 -1.82 -0.39
C -4.42 -2.89 -0.07
C -4.37 -3.46 1.20
C -3.53 -2.88 2.14
C -3.42 -3.33 3.50
N -4.03 -4.42 3.96
H -1.15 -0.89 5.98
H -0.09 1.21 5.11
H -0.42 1.84 2.73
H -3.61 -1.41 -1.40
H -5.08 -3.29 -0.83
H -4.99 -4.30 1.47
O 0.43 0.50 0.45
P 1.61 0.71 -0.44
C 1.19 1.56 -1.99
C 0.25 2.58 -1.84
C -0.15 3.34 -2.92
C 0.43 3.12 -4.16
C 1.40 2.14 -4.31
C 1.79 1.37 -3.23
C 2.83 1.82 0.31
C 4.00 2.13 -0.38
C 4.91 3.02 0.16
C 4.67 3.59 1.40
C 3.50 3.28 2.09
C 2.59 2.40 1.55
C 2.55 -0.84 -0.69
C 3.28 -1.25 0.42
C 4.03 -2.41 0.37
C 4.05 -3.17 -0.79
C 3.31 -2.78 -1.89
C 2.55 -1.62 -1.84
H -0.21 2.74 -0.87
H -0.92 4.08 -2.79
H 0.11 3.69 -5.02
H 1.85 1.96 -5.27
H 2.55 0.61 -3.36
H 4.18 1.68 -1.35
H 5.81 3.27 -0.38
H 5.38 4.28 1.82
H 3.32 3.73 3.06
H 1.68 2.14 2.07
H 3.25 -0.65 1.32
H 4.61 -2.72 1.23
H 4.65 -4.07 -0.83
H 3.30 -3.38 -2.78
H 1.97 -1.33 -2.70
O -3.74 3.64 0.02
S -3.19 2.56 0.79
O -3.61 1.19 0.26
O -1.68 2.42 0.58
S -3.54 2.66 2.68
F -2.48 1.69 -2.52
C -1.79 0.53 -2.71
C -1.37 -0.13 -1.56
C -0.71 -1.34 -1.77
F -0.31 -2.02 -0.66
C -0.49 -1.88 -3.03
F 0.10 -3.08 -3.20
C -0.88 -1.14 -4.15
F -0.63 -1.63 -5.38
C -1.53 0.08 -3.99
F -1.89 0.77 -5.09
*
```

Properties
relative energy (zero: lowest compared OMol25 entry of this formula, charge and spin): 29.30 kcal/mol
DFT total energy: -184836.503 eV
HOMO-LUMO gap (spin up / spin down): 4.462 / 7.160 eV


A structure of composition C36H22Cl2N10O2Sr. Source: the OMol25 dataset; level of theory: ωB97M-V/def2-TZVPD.

ORCA input file:
```
! RIJCOSX wB97M-V def2-TZVPD def2/J DEFGRID3
* xyz 0 1
Sr -0.37 -0.67 1.18
Cl 3.24 -4.24 6.22
C 2.01 -3.77 5.12
C 2.06 -2.51 4.56
C 1.10 -2.08 3.64
N 1.12 -0.87 2.99
C 1.95 0.11 3.34
O 2.73 0.18 4.29
C 1.90 1.28 2.41
C 3.02 2.12 2.35
C 3.01 3.19 1.48
C 1.85 3.43 0.75
C 0.78 2.57 0.90
N 0.81 1.50 1.68
C 0.03 -2.98 3.31
C 0.00 -4.25 3.90
C 0.98 -4.64 4.79
Cl 0.94 -6.23 5.45
N -0.86 -2.59 2.35
C -2.09 -3.11 2.28
O -2.70 -3.76 3.12
C -2.76 -2.82 0.96
C -4.03 -3.35 0.74
C -4.63 -3.17 -0.49
C -3.92 -2.49 -1.48
C -2.66 -2.01 -1.16
N -2.10 -2.14 0.03
H 2.86 -1.84 4.84
H 3.86 1.91 2.99
H 3.87 3.84 1.39
H 1.79 4.27 0.08
H -0.14 2.75 0.37
H -0.81 -4.92 3.65
H -4.50 -3.90 1.54
H -5.62 -3.55 -0.69
H -4.34 -2.34 -2.46
H -2.06 -1.50 -1.91
C -4.77 0.95 0.41
C -3.57 0.68 1.07
N -2.40 0.74 0.45
C -2.42 1.03 -0.86
C -3.64 1.24 -1.52
N -4.79 1.21 -0.89
C -1.13 1.12 -1.55
C -0.95 1.94 -2.66
C 0.32 2.06 -3.23
C 1.36 1.35 -2.63
C 1.10 0.55 -1.52
N -0.13 0.42 -1.01
C 2.14 -0.17 -0.79
C 3.49 0.21 -0.78
N 4.38 -0.41 -0.04
C 3.98 -1.45 0.68
C 2.64 -1.85 0.68
N 1.74 -1.20 -0.04
C 0.56 2.90 -4.41
C 1.81 3.46 -4.68
C 1.98 4.20 -5.84
N 1.01 4.44 -6.70
C -0.19 3.95 -6.44
C -0.47 3.17 -5.32
H -5.72 0.95 0.92
H -3.55 0.42 2.12
H -3.69 1.41 -2.59
H -1.77 2.52 -3.05
H 2.35 1.41 -3.04
H 3.86 1.05 -1.34
H 4.73 -1.94 1.27
H 2.29 -2.69 1.26
H 2.64 3.34 -4.00
H 2.94 4.62 -6.09
H -0.96 4.19 -7.16
H -1.46 2.77 -5.19
*
```

Properties
DFT total energy: -82569.394 eV
HOMO-LUMO gap: 4.718 eV


A structure of composition C36H25Cl84F3N2NbO6S3. Source: the OMol25 dataset; level of theory: ωB97M-V/def2-TZVPD.

ORCA input file:
```
! RIJCOSX wB97M-V def2-TZVPD def2/J DEFGRID3
* xyz -1 1
C 1.06 3.35 0.18
C 2.21 2.35 0.49
C 3.19 3.04 1.52
O 2.52 3.59 2.67
C 2.42 2.68 3.72
O 3.07 2.85 4.69
C 1.51 1.45 3.65
S -0.23 1.85 3.16
Nb -1.15 -0.35 2.34
C -3.27 0.30 2.87
C -4.31 0.23 1.72
O -3.76 0.42 0.41
C -4.63 1.06 -0.49
C -3.96 2.43 -0.80
F -2.74 2.20 -1.30
F -3.85 3.09 0.37
F -4.68 3.11 -1.72
C -1.75 -2.43 1.63
C -1.79 -2.60 0.07
S -0.31 -2.03 -0.85
C 1.11 -2.91 -0.24
N 1.50 -3.24 0.99
N 2.68 -3.85 0.81
C 3.04 -3.91 -0.44
O 2.02 -3.30 -1.12
O 2.90 1.98 -0.72
C 3.28 0.64 -0.74
O 2.63 -0.10 -1.39
C 4.53 0.09 -0.01
S 4.20 -0.58 1.66
H 0.13 3.01 0.68
H 0.88 3.44 -0.90
H 1.28 4.36 0.58
H 1.77 1.43 0.92
H 3.66 3.89 0.98
H 4.02 2.37 1.83
H 1.53 0.91 4.62
H 1.86 0.71 2.90
H -1.20 0.36 0.66
H 0.60 -0.81 2.04
H -0.97 -1.05 4.02
H -3.66 -0.32 3.71
H -3.26 1.35 3.25
H -5.07 1.03 1.91
H -4.86 -0.74 1.79
H -4.62 0.45 -1.42
H -5.67 1.15 -0.14
H -2.80 -2.59 1.99
H -1.15 -3.24 2.10
H -2.06 -3.65 -0.16
H -2.63 -1.98 -0.31
H 3.96 -4.32 -0.90
H 5.29 0.90 -0.02
H 4.89 -0.75 -0.62
H 4.01 0.46 2.51
C -4.64 2.47 -5.13
Cl -5.39 4.01 -4.69
Cl -5.49 1.15 -4.31
Cl -4.73 2.24 -6.88
Cl -2.94 2.47 -4.62
C -1.92 5.90 2.63
Cl -2.69 4.90 1.39
Cl -0.27 6.30 2.12
Cl -2.85 7.40 2.84
Cl -1.87 5.01 4.16
C 3.55 6.76 0.59
Cl 2.04 7.63 0.25
Cl 4.93 7.83 0.30
Cl 3.55 6.23 2.28
Cl 3.66 5.35 -0.47
C 3.65 -7.94 1.61
Cl 3.19 -8.09 3.31
Cl 5.41 -7.78 1.50
Cl 3.13 -9.40 0.73
Cl 2.88 -6.51 0.93
C -0.93 -7.84 2.72
Cl -2.57 -8.33 2.23
Cl -0.66 -8.26 4.42
Cl 0.25 -8.68 1.71
Cl -0.76 -6.09 2.51
C -6.60 7.85 0.42
Cl -6.66 9.13 -0.80
Cl -8.25 7.42 0.91
Cl -5.80 6.43 -0.25
Cl -5.70 8.42 1.84
C -1.30 3.24 -9.34
Cl -1.74 3.04 -7.64
Cl 0.47 3.38 -9.48
Cl -1.87 1.85 -10.27
Cl -2.05 4.72 -9.98
C -8.69 -1.20 -3.71
Cl -9.52 0.32 -3.36
Cl -9.69 -2.56 -3.17
Cl -8.43 -1.33 -5.46
Cl -7.14 -1.23 -2.87
C 5.21 -5.80 -3.50
Cl 3.85 -6.92 -3.38
Cl 6.67 -6.70 -3.94
Cl 4.88 -4.57 -4.72
Cl 5.46 -5.02 -1.92
C -4.31 -9.13 6.70
Cl -5.23 -7.63 6.90
Cl -5.25 -10.49 7.36
Cl -3.99 -9.41 4.99
Cl -2.77 -9.00 7.57
C 1.65 -4.88 5.92
Cl 3.25 -5.28 6.57
Cl 1.70 -4.92 4.16
Cl 0.47 -6.07 6.50
Cl 1.18 -3.27 6.47
C -0.48 -11.66 9.73
Cl 0.66 -10.32 9.47
Cl -1.10 -12.20 8.16
Cl 0.36 -13.00 10.53
Cl -1.82 -11.11 10.74
C -1.92 10.77 0.46
Cl -2.11 12.28 -0.44
Cl -3.26 9.69 0.06
Cl -0.38 10.01 0.02
Cl -1.94 11.11 2.20
C 8.34 1.67 -1.41
Cl 9.28 2.55 -2.63
Cl 9.38 1.31 -0.02
Cl 6.98 2.67 -0.89
Cl 7.74 0.16 -2.11
C 0.77 -1.42 -10.42
Cl 2.20 -2.19 -11.13
Cl 0.24 -2.35 -9.01
Cl 1.16 0.23 -9.93
Cl -0.53 -1.39 -11.63
C -3.78 -11.79 0.76
Cl -2.23 -11.13 0.21
Cl -5.08 -11.19 -0.28
Cl -3.73 -13.56 0.68
Cl -4.08 -11.28 2.43
C 3.10 -13.28 -1.28
Cl 1.68 -12.75 -0.37
Cl 3.51 -12.07 -2.50
Cl 4.46 -13.49 -0.17
Cl 2.75 -14.83 -2.07
C 9.91 1.59 -7.00
Cl 11.35 2.41 -7.62
Cl 8.48 2.18 -7.86
Cl 10.08 -0.16 -7.25
Cl 9.73 1.92 -5.27
C -5.13 14.64 1.54
Cl -4.87 12.98 1.00
Cl -5.05 14.71 3.30
Cl -3.88 15.69 0.85
Cl -6.73 15.18 1.00
C -10.22 13.01 1.15
Cl -8.89 11.98 0.60
Cl -10.37 14.40 0.06
Cl -11.73 12.08 1.13
Cl -9.89 13.57 2.79
C 13.06 3.50 -3.48
Cl 11.43 4.16 -3.74
Cl 14.26 4.77 -3.73
Cl 13.18 2.88 -1.83
Cl 13.36 2.18 -4.63
*
```

Properties
DFT total energy: -1147081.016 eV
HOMO-LUMO gap: 6.026 eV


DFT total energy of number 3 (C36H21F5N4O4PS2SeTi)? -184836.503 eV


What is the DFT total energy in the third record? -184836.503 eV


Which of these has the lowest DFT total energy? C36H25Cl84F3N2NbO6S3